[1]
Formula: C44H88O22
Source: OMol25
Level of theory: ωB97M-V/def2-TZVPD

Output
Kohn-Sham gap (eV): 9.919
Charge: 0
2S+1: 1
ΔE to the lowest compared entry with this formula, charge and spin (kJ/mol): 339.3
Highest occupied orbital energy (eV): -9.8
SMILES string: CCOC(C)=O.CCOC(C)=O.CCOC(C)=O.CCOC(C)=O.CCOC(C)=O.CCOC(C)=O.CCOC(C)=O.CCOC(C)=O.CCOC(C)=O.CCOC(C)=O.CCOC(C)=O

CARTESIAN COORDINATES (ANGSTROEM)
O 2.11156 -3.44845 -0.32333
H 0.07027 3.59054 3.65575
H 4.28311 -0.22229 4.22514
H -0.75495 -3.14309 1.63545
O -3.04571 -4.70364 4.69577
C 2.55623 -3.81215 0.71893
C 2.36984 -2.04666 -4.69682
C -0.52755 -3.88062 -2.30990
H 5.36130 1.45304 -3.01756
C 4.60509 -2.48823 0.43625
C 3.07162 3.52142 1.13807
O -5.68599 1.14733 0.78856
H 0.80743 -5.06954 1.36691
H 4.97839 5.03039 4.72357
H -7.03470 1.17271 -0.79852
H -1.03095 2.72108 -0.92918
C 3.31840 1.47570 -2.54989
H 3.78911 -0.61434 5.91336
H -0.07594 -4.22912 -3.23872
O -0.94777 4.06516 1.27005
C 1.38976 4.45159 -3.99761
C -3.74362 3.99163 -5.93299
H -0.50372 -4.78276 -1.69860
H 2.36031 2.92544 1.70987
H -4.97014 -4.04041 5.91383
C 3.67566 -2.37074 4.55246
H -5.61042 -2.62665 4.94230
H -1.24147 -2.23578 3.11007
C -4.75882 0.29805 2.72167
H 3.15864 3.03062 0.16872
O -3.72157 -3.01178 3.17630
H -1.38693 -0.87820 -4.54438
H -2.50831 4.38213 2.48107
C 1.14405 0.15126 0.87533
C -3.76502 -3.75196 4.33272
O 4.42517 4.70554 2.77106
H -2.80758 3.95479 -4.08661
C -0.99178 3.83184 3.69959
H 3.12225 0.77330 -3.35999
H -1.37092 4.11682 -1.84364
H -1.79996 3.31219 -5.44556
C -3.94397 1.62491 -5.62292
O 0.84513 -1.11233 -6.89617
O -0.10519 0.13061 0.38120
H -5.85618 -4.99057 -2.22131
O -4.31131 -0.68189 0.60721
C -1.37558 -3.14976 2.53149
H -6.17781 3.09908 -1.72346
O -4.26179 5.00355 -6.40869
O -4.29695 2.81675 -6.25683
H 0.20344 0.84209 -1.54695
H 3.93820 -1.69560 0.09699
C 4.79168 1.28972 -2.10271
H -4.72695 3.18629 -0.62837
H 3.75400 -2.87528 -3.13609
H -1.63847 -0.57334 -6.25489
H -4.58723 -2.90195 -2.16716
H 5.64775 6.85422 3.28473
C -0.90785 -0.50374 -5.44901
O 0.94781 2.03685 -4.09892
H 0.33352 -0.87932 -1.32644
H -3.00730 -4.42416 1.85656
H 6.07530 3.94024 3.90271
H 2.07784 -3.32109 -3.05273
C -0.24009 -0.00392 -1.02192
C 2.91432 -5.14217 7.12042
C -4.51608 1.61768 -4.24963
H -4.48585 -5.87437 -1.51396
H -4.52105 -3.48339 -0.51888
H -5.45605 2.15385 -4.11893
H 4.32536 -2.82076 3.80180
C -2.50362 4.08075 -5.12576
H -2.34274 0.71835 -1.30428
C 1.77273 -4.72651 1.73923
H -4.36587 0.90030 -6.31937
H -2.97106 -2.75488 1.27220
H 0.25887 0.23472 2.78067
H 2.22223 -5.98361 7.08752
H 2.48283 -4.40910 7.80198
H 2.65333 -2.32083 4.17770
H 1.96330 0.96552 2.67312
C -1.74257 -0.16360 -1.52803
H -5.40900 0.69778 -1.19811
C -4.86636 0.24939 1.23325
H 4.99639 -1.45307 2.27680
H 2.57439 -1.72491 -2.57132
O 2.16580 0.32165 0.21533
C 4.28692 -0.97520 5.01332
H 6.96572 5.83902 2.52743
C -4.73671 -3.14696 5.33473
H -3.85362 -0.24490 2.99356
C 1.74417 2.94060 -3.75342
C -1.09928 4.61323 0.10129
C -1.44047 4.60062 2.47315
H 2.59321 1.16147 -1.79926
H 2.63289 4.50599 0.97608
H -1.77855 -0.44117 -2.58148
H -0.73095 0.56169 -5.30181
C 4.41949 3.70735 1.82445
H -2.87917 1.39361 -5.59435
H 2.49789 -2.90972 -5.35014
H -0.92064 -3.79107 3.28638
H 4.98002 0.27683 -1.74681
C -0.70639 3.75341 -1.05978
H 6.95556 6.20610 4.30941
O 1.01077 -1.59806 -4.66731
H 3.02724 -1.25911 -5.06519
H -1.59525 2.92928 3.79608
C 5.44647 4.81938 3.76208
O -2.41014 -3.04298 -3.60844
H -4.86986 0.65361 -3.88426
H -2.04918 5.06711 -5.21892
H 6.29050 -2.51139 1.75684
O -2.78106 -3.79757 -1.44241
H 0.56016 4.55077 -4.69763
C 5.54696 -1.79794 1.40156
H -5.69083 -0.01178 3.19439
H -6.39644 3.41027 -0.10276
C -5.74843 2.82895 -0.75870
C 3.05779 -4.41818 5.73546
H -4.31903 -5.32427 -3.09165
H -2.16151 -1.02839 -1.01351
C 1.27304 0.17226 2.38613
O 2.83324 -4.98451 4.69300
H 1.49637 -4.20296 2.65445
O 2.91948 2.77588 -3.04049
C 0.41765 -1.11373 -5.74338
C -5.98955 1.34737 -0.54307
H 0.04554 -3.07039 -1.85915
H 1.74908 -0.75193 2.71376
H 1.04577 4.86897 -3.05126
C 2.74615 -2.50147 -3.31668
H 2.47330 -5.44719 2.16105
C -2.85787 -3.38611 2.15358
H 2.23191 4.98759 -4.43531
C 6.36047 6.03933 3.41154
H -4.22975 -2.45141 6.00354
H 3.94106 -5.36514 7.41057
H 4.97919 -2.93449 -0.48516
C -4.76972 -5.03104 -2.14349
H -1.23732 4.33937 4.63245
H -4.51540 1.29884 3.07840
H 5.34513 -1.04331 5.26561
O 3.79477 -3.47990 1.17191
H 6.09769 -0.94361 1.00796
H 0.35309 3.83046 -1.30402
C -2.01648 -3.53060 -2.52576
O 5.40016 3.08277 1.43061
H 5.03768 1.94247 -1.26515
H -1.31476 5.68325 2.45865
O -1.53148 5.68752 -0.14786
H -3.76245 1.94891 -3.53518
O 3.40670 -3.11813 5.82684
C -4.21234 -3.71028 -1.53933

Here are the Mulliken charges for atoms 1 to 99, given in e:
1. O -0.308
2. H 0.162
3. H 0.255
4. H 0.241
5. O -0.577
6. C 0.571
7. C -0.628
8. C -0.296
9. H 0.449
10. C 0.556
11. C 0.156
12. O -0.305
13. H 0.387
14. H 0.340
15. H 0.289
16. H -0.370
17. C 0.993
18. H 0.410
19. H 0.420
20. O -0.075
21. C -1.015
22. C 0.501
23. H 0.414
24. H -0.123
25. H 0.365
26. C 0.482
27. H 0.279
28. H 0.310
29. C -0.994
30. H -0.293
31. O -0.155
32. H -0.151
33. H 0.252
34. C 0.772
35. C 0.686
36. O -0.271
37. H 0.117
38. C -0.911
39. H 0.321
40. H -0.020
41. H 0.190
42. C -0.089
43. O -0.651
44. O -0.038
45. H 0.408
46. O -0.408
47. C -1.070
48. H 0.383
49. O -0.628
50. O -0.432
51. H -0.445
52. H -0.369
53. C -1.272
54. H 0.209
55. H 0.477
56. H 0.545
57. H 0.144
58. H 0.273
59. C 0.071
60. O -0.428
61. H -0.610
62. H 0.345
63. H 0.331
64. H 0.081
65. C 1.655
66. C -1.079
67. C -0.919
68. H 0.325
69. H 0.306
70. H 0.341
71. H 0.348
72. C -0.581
73. H 0.263
74. C -1.019
75. H 0.459
76. H -0.365
77. H 0.227
78. H 0.308
79. H 0.353
80. H -0.132
81. H 0.254
82. C 0.517
83. H 0.188
84. C 0.642
85. H -0.096
86. H -0.213
87. O -0.444
88. C -1.376
89. H 0.290
90. C -1.109
91. H 0.156
92. C 0.626
93. C 0.111
94. C -0.327
95. H -0.561
96. H 0.461
97. H -0.763
98. H -0.158
99. C 0.340

---

[2]
Formula: C44H91N4O12PS2
Source: OMol25
Level of theory: ωB97M-V/def2-TZVPD

Output
Kohn-Sham gap (eV): 7.766
Charge: 0
2S+1: 1
Highest occupied orbital energy (eV): -8.3
SMILES string: CCN(CC)C(=S)SCCCO[P@@](=O)(O)OCCOCCOc1ccc(C(C)(C)CC(C)(C)C)cc1.COCCNCCOC.COCCNCCOC.COCCNCCOC

CARTESIAN COORDINATES (ANGSTROEM)
H -4.16293 4.82058 -9.17877
H -1.86800 3.11661 -3.02677
O -3.60992 3.02127 -8.38717
H 0.48599 -4.06912 0.07835
H -8.78708 10.79293 4.09842
C 0.93031 -2.65014 3.58195
H -2.49387 4.76268 -8.58361
C -9.55026 11.65126 3.97367
C -7.27928 7.83184 -0.25066
H 3.71267 -7.85190 -3.30633
C 1.66179 -1.33810 3.12376
H -2.95008 1.11611 -8.67012
C 6.01696 -6.70199 -1.31485
H 7.79864 -8.16344 -4.74094
H 1.81209 -4.89363 5.06823
C 5.62471 -8.31374 -5.80070
C 1.94769 -1.01075 1.61441
H -7.94179 11.89553 -0.68180
H 2.66876 -2.27391 5.57362
C 0.52305 -3.65433 2.43974
O 1.71400 -1.68878 -0.86551
H 6.87156 -5.90667 2.85306
C -7.85512 11.66951 1.61337
C 3.39546 -8.28297 -2.35372
C 0.59145 -2.96171 5.15079
C 5.35650 -2.62612 0.60175
C 0.76438 -0.65880 -1.32061
H 3.88860 -9.24480 -2.18799
H -4.79689 5.12104 -4.72700
H -7.97334 12.75385 2.00199
S -8.83135 8.84833 -0.39722
H 3.86586 -4.09937 1.07477
C -2.54199 2.07348 -8.33142
C 7.23072 -1.07903 0.30563
H -2.60819 0.02266 0.75144
C -0.97515 -2.51657 5.29961
H -5.14581 3.44916 -2.69072
C 2.36496 -3.67709 8.06415
C 4.79299 -3.71902 1.51468
H -2.76956 2.39632 0.27167
H 5.48092 -5.11778 3.62181
H 1.41182 -0.94885 5.82647
H 3.07981 -4.13999 7.30554
C -2.26648 3.17659 -4.04537
H 6.89436 -6.70525 -0.65904
C 0.26110 -2.18552 8.35612
H -0.48278 -0.11734 0.51853
H -4.47282 3.45651 -5.24412
H -0.44136 3.99648 -4.81053
C 0.73360 -4.54908 5.30973
H -1.47341 -2.85838 4.31259
H 7.15887 -2.68483 1.54194
O -7.27775 2.40133 -0.32044
H -2.93590 3.95047 -10.11825
C 6.26597 -4.99842 2.86878
H 5.60347 -7.10836 -3.25888
C -3.27022 4.19686 -9.10607
O -2.98765 4.40548 -4.10266
C 7.23383 -8.89599 -4.15463
C -6.57118 5.31658 -0.94892
N 6.51289 -1.97225 1.21692
H 6.91170 -4.15624 3.13250
H -0.02470 -5.13658 4.67558
N -1.35727 3.11900 -6.43714
H 5.68580 -5.66083 -1.38848
H -2.92826 1.70650 -6.26364
H 5.14693 -8.56496 -0.52023
C -2.05483 1.91490 -6.89133
H -7.19746 11.10661 2.35955
H 2.46904 -0.05220 1.29206
H 0.36738 -2.00354 9.48187
H -10.50609 12.63361 2.21558
H 8.02631 -8.38461 -2.21907
O 9.04111 -2.55722 -0.52289
H 4.57498 -1.88372 0.41326
H 6.43361 -9.17269 -2.19418
H 2.13570 -0.74745 9.15803
H -1.46233 -3.07245 6.17185
O -5.68746 2.69214 -2.35724
O -1.64768 0.14560 -1.19915
H -6.67703 8.00421 -1.22406
H -1.71857 2.33818 -9.00313
H 5.46817 -7.29749 -5.42864
H -7.43608 5.97842 1.04011
H -10.35660 11.47886 4.77753
S -9.56181 8.54590 2.50939
C 7.04949 -8.42842 -2.71096
H 2.84314 -3.48036 9.09384
H -0.02635 -4.64625 2.63390
H -0.45644 2.24119 -4.76138
C 0.79167 -3.35420 0.91559
H 1.50548 -4.42596 8.27504
H -9.05483 12.67121 4.17914
H -11.15711 10.94235 2.49521
H -1.37419 1.05988 -6.83332
H 4.75451 -7.10357 0.35451
H -1.09027 -1.38182 5.33520
H 7.80709 -9.82843 -4.14998
H -6.53524 10.87167 -0.02788
C 2.60130 -1.10753 8.17886
H 4.54886 -3.32389 2.50661
H -6.51160 12.77439 0.12613
C -9.21605 9.64322 1.26209
H 1.29704 0.35375 -1.13899
H 8.48245 -4.04141 0.80745
H 0.60564 -0.70455 -2.46514
C -3.44169 1.74559 -0.38741
O 5.96512 -9.19362 -4.74076
C -7.56157 6.24764 -0.07841
H 5.63104 -3.09289 -0.35094
H 8.37962 -0.91304 -1.48313
H -0.38837 -3.09640 8.11144
H -3.36920 2.10177 -1.46989
C -7.15474 11.82917 0.14761
C 7.94576 -1.72566 -0.89061
N 6.42509 -7.10578 -2.66255
H -7.24078 4.66175 -1.61483
H 7.98490 -0.56075 0.90714
O 5.70369 -4.81990 1.57868
O -4.78060 1.78299 0.18695
H 0.48292 -4.80574 6.40515
C -1.06664 3.11828 -5.00236
C 1.48261 -2.03562 0.50119
C 8.69077 -3.90764 -0.25694
H -1.08770 -1.69609 -0.37804
H 2.68557 -0.21875 7.46600
H 1.99636 -0.51944 3.85736
H -2.93778 2.31785 -4.15518
H -0.31489 -1.27372 7.92844
C 1.60896 -2.07674 6.00122
P -5.82253 2.82565 -0.65014
H 3.63609 -1.53925 8.46381
H -5.93037 5.99541 -1.62372
O 3.62702 -7.36312 -1.29706
H 9.55313 -4.53369 -0.49844
C -2.83681 0.23441 -0.35997
C -0.61468 -0.64574 -0.50339
H -6.70850 8.22652 0.66255
H 6.40177 -8.31425 -6.57102
H -1.93065 3.92991 -6.64758
C -10.18369 11.55610 2.48594
C 1.65749 -2.31131 7.57762
H 7.84156 -4.24647 -0.85681
H -3.63751 4.84310 -6.01974
H 6.54022 -0.31104 -0.06000
H 4.69343 -8.66532 -6.24836
O -5.71061 4.46505 -0.11658
H 7.25780 -2.25088 -1.56172
C 4.88968 -7.50854 -0.65384
C -4.01952 4.43836 -5.08009
N -9.22644 11.10352 1.43203
H -8.64039 6.02935 -0.42371
H 2.31867 -8.45623 -2.42035
H -3.63838 -0.54949 -0.65232

Here are the Mulliken charges for atoms 1 to 99, given in e:
1. H 0.242
2. H 0.330
3. O -0.343
4. H 0.360
5. H 0.222
6. C 0.411
7. H 0.318
8. C -0.775
9. C -0.644
10. H 0.207
11. C -0.333
12. H 0.390
13. C -0.565
14. H 0.409
15. H 0.157
16. C -0.729
17. C -0.530
18. H 0.266
19. H 0.322
20. C -0.301
21. O -0.457
22. H 0.251
23. C -0.331
24. C -0.626
25. C 1.898
26. C 0.182
27. C -0.529
28. H 0.302
29. H 0.316
30. H 0.326
31. S -0.148
32. H 0.115
33. C -0.807
34. C -0.668
35. H 0.258
36. C -1.394
37. H 0.362
38. C -1.405
39. C -0.641
40. H 0.197
41. H 0.250
42. H 0.495
43. H 0.168
44. C -0.080
45. H 0.407
46. C -1.395
47. H 0.353
48. H 0.369
49. H 0.406
50. C -1.295
51. H 0.411
52. H 0.112
53. O -0.724
54. H 0.348
55. C -0.893
56. H 0.076
57. C -0.741
58. O -0.447
59. C -0.780
60. C -0.146
61. N -0.366
62. H 0.364
63. H 0.423
64. N -0.315
65. H 0.247
66. H 0.174
67. H 0.398
68. C -0.188
69. H 0.274
70. H 0.248
71. H 0.412
72. H 0.312
73. H 0.359
74. O -0.456
75. H 0.380
76. H 0.206
77. H 0.299
78. H 0.292
79. O -0.442
80. O -0.328
81. H 0.380
82. H 0.404
83. H 0.306
84. H 0.246
85. H 0.286
86. S -0.157
87. C -0.219
88. H 0.472
89. H 0.051
90. H 0.370
91. C -0.966
92. H 0.314
93. H 0.296
94. H 0.398
95. H 0.386
96. H 0.342
97. H 0.301
98. H 0.392
99. H 0.154